Formula: CH12N2O5
Source: the OMol25 dataset
Level of theory: ωB97M-V with the def2-TZVPD basis set

The geometry in XYZ format:
```
20
Properties=species:S:1:pos:R:3:forces:R:3:mulliken_charge:R:1
N -0.134525 2.470408 1.970246 0.559 0.839 2.208 -0.48
C -0.328366 2.012240 0.740561 -0.312 0.533 -0.805 0.56
N -0.160966 2.879599 -0.271028 0.215 0.061 -1.609 -0.42
O -0.682396 0.876760 0.539787 -0.253 -2.318 -0.345 -0.69
H -0.213753 1.790291 2.708015 -0.303 0.068 -0.058 0.24
H -0.503041 3.379610 2.162695 0.178 0.371 0.275 0.21
H -0.059404 2.316880 -1.138341 0.165 1.140 0.507 0.26
H 0.361908 3.750280 -0.167646 -0.203 -0.779 -0.072 0.23
O -1.179290 -1.076800 -1.325475 0.163 0.170 0.320 -0.71
H -1.757411 -1.793324 -1.055312 -0.250 -0.082 -0.061 0.29
H -1.254454 -0.387621 -0.632098 0.038 -0.003 -0.213 0.51
O -0.464257 -4.414115 0.632158 0.524 0.712 -0.356 -0.65
H -0.031798 -3.772181 0.022816 -0.272 -0.697 0.602 0.34
H 0.062296 -4.286805 1.434948 -0.225 -0.124 -0.203 0.31
O 1.215396 0.884484 -2.195899 -0.646 -0.549 -0.069 -0.67
H 1.771309 0.311923 -1.656046 0.170 0.078 0.099 0.33
H 0.459513 0.287368 -2.364531 0.293 0.338 -0.032 0.33
O 1.161393 -2.011182 0.032060 0.159 -1.142 -1.201 -0.65
H 0.287880 -1.693852 -0.211063 -0.291 0.520 -0.245 0.35
H 1.449967 -1.523969 0.774146 0.291 0.863 1.259 0.31
```
Forces are in eV/Å.

The energy is -14450.77986 eV. As for the HOMO energy: -0.3889 Eh. For the orbital gap, the calculation gives 11.01 eV. The SMILES is NC(N)=O.O.O.O.O. The strongest force on any atom is 2.43 eV/A. As for the charge: 0.

***

Formula: C27H45AsLaN4O2S
Source: the OMol25 dataset
Level of theory: ωB97M-V with the def2-TZVPD basis set

The geometry in XYZ format:
```
81
Properties=species:S:1:pos:R:3:forces:R:3:mulliken_charge:R:1
La -0.108032 -0.304153 -0.103451 0.637 -0.619 0.099 1.16
C 2.100300 2.074195 -2.062943 0.093 0.185 0.089 -0.81
As 1.664795 0.511536 -3.051814 -0.274 -0.760 0.485 0.71
C 3.213861 -0.022474 -3.993017 0.243 -0.159 -0.194 -1.14
C 0.269227 0.913267 -4.264753 -0.154 0.075 -0.188 -1.05
O 1.171460 -0.755634 -2.022198 0.240 0.764 -0.661 -0.54
H 2.673560 2.730476 -2.717760 -0.003 0.070 0.078 0.47
H 2.708282 1.776154 -1.208796 -0.003 0.060 0.014 0.16
H 1.194507 2.582754 -1.732950 0.012 -0.007 0.013 0.20
H 3.476211 0.745632 -4.719331 0.043 -0.023 -0.005 0.43
H 3.009596 -0.962596 -4.501979 0.027 0.011 -0.010 0.35
H 4.027951 -0.160435 -3.284099 0.012 -0.004 -0.021 0.36
H 0.628544 1.626545 -5.005608 -0.065 0.002 -0.024 0.43
H -0.559834 1.346222 -3.705424 -0.018 -0.006 -0.023 0.29
H -0.040146 -0.010743 -4.749633 -0.033 0.033 -0.029 0.36
C -2.963217 -3.241630 5.515195 -0.034 -0.071 0.015 -1.74
C -2.221242 -2.299807 4.605187 -0.020 -0.051 0.002 -0.27
C -1.733591 -1.094676 5.094105 0.014 0.038 -0.019 -0.93
C -1.059547 -0.223580 4.246254 -0.015 -0.116 0.032 -0.55
C -0.527871 1.096817 4.734956 0.037 0.071 0.054 -1.43
C -0.878170 -0.595180 2.924303 -0.057 0.029 0.020 -0.82
C -1.364458 -1.803833 2.374725 0.127 -0.059 -0.360 2.64
C -2.036141 -2.645009 3.268358 -0.047 -0.031 0.102 -0.10
N -1.115997 -2.041153 1.016034 -0.446 -0.237 0.686 -0.91
C -1.651590 -3.181283 0.279190 -0.035 -0.115 -0.013 2.39
C -1.072612 -4.535407 0.729382 0.104 -0.021 0.048 -1.13
C -1.595146 -5.679872 -0.146121 -0.043 0.068 -0.047 0.29
C -1.143888 -5.448609 -1.590963 0.030 -0.010 -0.027 -1.55
C -1.708150 -4.116356 -2.092807 0.006 -0.015 0.062 0.30
C -3.237711 -4.164125 -2.046138 -0.008 0.008 -0.039 -1.55
C -3.694770 -4.391053 -0.602713 0.075 -0.006 -0.012 0.41
C -3.125611 -5.714838 -0.083177 -0.004 -0.021 0.019 -1.21
C -3.189143 -3.238186 0.270755 -0.073 0.071 -0.012 -1.23
C -1.207028 -2.988043 -1.184699 -0.021 -0.029 -0.058 -2.93
H -2.978713 -2.875928 6.540426 0.013 0.018 -0.004 0.39
H -2.505928 -4.232591 5.518143 0.024 0.014 -0.016 0.36
H -3.997879 -3.368566 5.191336 0.007 0.031 -0.026 0.34
H -1.885030 -0.832611 6.134094 0.002 0.010 0.000 0.31
H -0.712585 1.232550 5.799294 -0.018 -0.037 0.000 0.41
H -0.994684 1.934139 4.212339 -0.022 -0.029 -0.025 0.34
H 0.551419 1.174019 4.577292 -0.002 -0.025 -0.018 0.18
H -0.344681 0.143645 2.330201 0.097 0.056 0.062 0.14
H -2.435195 -3.589015 2.931906 -0.011 -0.001 0.028 0.73
H -1.307024 -4.724889 1.776533 -0.007 -0.025 -0.018 0.58
H 0.021044 -4.483282 0.657981 -0.009 0.007 0.014 0.25
H -1.190712 -6.626732 0.217987 0.016 -0.005 0.007 0.33
H -1.489549 -6.259395 -2.237773 -0.020 -0.009 0.022 0.54
H -0.050158 -5.442227 -1.644001 -0.001 0.015 0.001 0.43
H -1.366886 -3.924567 -3.113268 -0.017 -0.035 -0.016 0.34
H -3.598640 -4.966343 -2.695350 -0.005 -0.014 0.021 0.54
H -3.660274 -3.229718 -2.429371 0.009 0.008 0.009 0.43
H -4.785566 -4.419940 -0.563082 -0.010 0.011 -0.003 0.30
H -3.507428 -6.549338 -0.677767 0.014 0.013 -0.028 0.52
H -3.454263 -5.886014 0.946533 0.008 0.021 0.008 0.52
H -3.577942 -3.336561 1.283581 -0.009 -0.016 -0.011 0.50
H -3.565447 -2.283360 -0.115406 0.001 0.002 0.021 0.42
H -1.615485 -2.042110 -1.587892 -0.041 0.019 0.045 0.61
H -0.108806 -2.947329 -1.250443 -0.011 0.016 0.045 0.51
S -1.757100 4.384102 -1.124521 0.087 -0.321 0.083 -0.37
C -1.438560 2.842232 -0.854996 -0.052 0.368 -0.227 0.56
N -1.169532 1.695285 -0.694980 -0.377 0.653 -0.148 -0.59
C 4.966621 0.628834 2.901737 0.011 0.056 -0.052 -1.33
N 3.589798 0.794444 2.450315 0.054 -0.133 0.119 0.24
C 3.104027 2.165112 2.379879 0.017 0.049 0.024 -1.16
C 2.887426 -0.192858 1.868607 -0.370 0.083 -0.197 0.19
O 1.959288 0.091562 1.051785 0.230 0.198 0.083 0.08
N 3.170436 -1.488567 2.113976 0.205 -0.091 0.071 0.13
C 3.525151 -1.990196 3.442415 -0.070 0.009 -0.018 -1.00
C 2.528113 -2.484838 1.262245 -0.062 -0.057 0.071 -1.15
H 5.516867 1.526089 2.620166 0.038 -0.028 -0.019 0.41
H 5.423627 -0.226208 2.407875 -0.015 -0.023 0.036 0.46
H 5.050793 0.509251 3.982241 -0.033 0.049 0.015 0.35
H 3.319517 2.663054 3.324757 0.013 -0.003 -0.009 0.42
H 2.032546 2.182046 2.215075 -0.026 -0.036 0.005 0.30
H 3.595892 2.717472 1.575470 -0.003 -0.008 -0.008 0.36
H 3.951710 -1.218990 4.070694 -0.035 0.023 -0.028 0.35
H 4.243967 -2.801554 3.341907 0.034 0.017 0.025 0.29
H 2.626800 -2.371112 3.934579 0.003 -0.028 0.005 0.35
H 2.717292 -2.277546 0.209407 -0.021 0.058 0.001 0.28
H 1.448877 -2.545726 1.443074 0.004 -0.003 0.022 0.29
H 2.961456 -3.453324 1.503475 0.018 -0.001 -0.050 0.44
```
Forces are in eV/Å.

The energy is -111317.60593 eV. As for the HOMO energy: -0.3501 Eh. For the orbital gap, the calculation gives 7.26 eV. The strongest force on any atom is 1.04 eV/A. As for the charge: +1.